1.
Computed, not measured: a molecular structure, C8H17CsF3NO3, with ωB97M-V with the def2-TZVPD basis set.

Element x y z (Å)
Cs 0.0907 0.2491 -2.7858
C -0.5465 2.3551 0.5891
O -0.0336 3.1502 -0.4805
O -0.6679 1.0743 0.2196
C 0.2926 2.7352 1.8401
F 1.5312 2.1745 1.8379
F 0.4122 4.0703 1.9293
F -0.3132 2.2983 2.9798
C -0.9445 3.6812 -1.3926
C -0.3621 4.9888 -1.9403
H -1.0979 5.4436 -2.6078
H -0.1583 5.6717 -1.1116
H 0.5911 4.8708 -2.4527
H -2.0102 3.7480 -1.1739
H -0.8346 3.0322 -2.2793
H -1.5322 2.7809 0.8541
C -0.9837 -3.0528 -0.8886
C -0.4884 -2.8441 0.5447
C 1.0090 -2.5053 0.6257
O 1.8145 -3.3638 -0.1788
C 2.1813 -4.5346 0.4996
N -1.3002 -1.7660 1.1388
H -2.0705 -3.0882 -0.9516
H -0.6621 -4.0582 -1.1740
H -0.6613 -2.2590 -1.5572
H -0.6358 -3.7694 1.1082
H 1.3867 -2.5137 1.6513
H 1.1137 -1.4898 0.2306
H 1.3083 -5.1391 0.7595
H 2.7485 -4.3411 1.4213
H 2.8905 -5.1276 -0.0786
H -0.9657 -1.6283 2.0952
H -1.1016 -0.8431 0.7287

The value obtained for the frontier orbital gap is 6.9 eV. The HOMO energy is -7.649 eV. The total energy is -915.18488 Eh.

=====

2.
Computed, not measured: a molecular structure, C44H34ClN10O12Ta, with ωB97M-V with the def2-TZVPD basis set.

Element x y z (Å)
Ta 1.2787 0.5573 -0.0724
O 3.7492 3.0563 -5.0428
C 3.4248 2.4904 -4.0194
C 3.0131 1.0599 -3.8921
O 3.0707 0.1008 -4.6558
C 2.3999 1.0893 -2.5695
C 2.7063 2.2170 -1.8350
O 2.3829 2.3221 -0.5559
C 3.3673 3.1942 -2.6167
O 3.6948 4.3102 -2.2790
O 1.5942 0.1559 -2.0592
O -1.4092 6.1464 0.8783
C -2.1175 5.7725 -0.1743
O -3.0505 6.4208 -0.6044
C -1.6839 4.4665 -0.8574
C -2.1063 3.9666 -2.1045
Cl -3.0396 4.7091 -3.2859
N -1.4484 2.8016 -2.4135
N -0.5193 2.4258 -1.3888
C -0.7006 3.3971 -0.4606
C 0.0026 3.2344 0.8117
O 0.1577 4.0922 1.6676
O 0.4768 1.9336 1.0026
C -1.6206 1.9625 -3.5519
C -2.9314 1.7842 -4.0426
C -3.1277 0.8451 -5.0778
C -2.0931 -0.0007 -5.5056
C -0.7797 0.2313 -5.0537
C -0.5299 1.2226 -4.1142
H -0.7690 5.4253 1.1768
H -3.7834 2.3129 -3.5789
H -4.1182 0.7550 -5.4943
H -2.2990 -0.7943 -6.2473
H 0.0749 -0.3328 -5.4243
H 0.4649 1.4180 -3.7455
O 0.6274 -1.4761 6.6646
C -0.5555 -1.5466 5.8477
C -0.1525 -1.2479 4.4364
C -0.8897 -1.7101 3.3321
C -0.3970 -1.5078 2.0594
N 0.6260 -0.6848 1.7898
C 1.4542 -0.3912 2.8398
C 1.0533 -0.6096 4.1803
C 2.7606 0.0982 2.5560
C 3.7936 0.0902 3.5193
C 5.0827 0.4202 3.1128
C 6.2184 0.3832 4.0754
O 5.6506 0.5373 5.4049
C 5.3122 0.7991 1.7769
C 4.2360 0.9440 0.9457
N 2.9885 0.5564 1.2783
H 0.3442 -1.6280 7.6073
H -1.3261 -0.8331 6.1962
H -0.9943 -2.5735 5.8778
H -1.8221 -2.2242 3.4776
H -0.8667 -1.9352 1.1807
H 1.7178 -0.3147 5.0151
H 3.5928 -0.1707 4.5501
H 6.9356 1.1994 3.8406
H 6.7476 -0.5706 3.9748
H 6.2300 -0.0036 6.0068
H 6.3157 1.0015 1.4355
H 4.3255 1.3064 -0.0652
C -2.6579 0.4641 0.0051
C -1.9050 -0.5223 -0.7770
N -0.5736 -0.5725 -0.9143
C -0.2916 -1.6137 -1.7897
C -1.4493 -2.1137 -2.2986
N -2.4486 -1.4666 -1.6102
C -3.8853 -1.7964 -1.6323
N -4.3844 -2.2109 -0.3406
N -3.7777 -3.2376 0.3205
N -4.2085 -3.3027 1.5297
C -5.2668 -2.4143 1.6748
C -5.9199 -2.0561 2.8177
C -6.7622 -0.9495 2.7606
C -6.9978 -0.2947 1.5188
C -6.3655 -0.7062 0.3417
C -5.4528 -1.7496 0.4510
H -1.9051 1.0296 0.5877
H -3.3810 -0.0144 0.6972
H -3.2227 1.1650 -0.6545
H 0.7223 -1.9253 -2.0255
H -1.6323 -2.8947 -3.0149
H -4.0147 -2.6369 -2.3487
H -4.4738 -0.9171 -2.0016
H -5.6751 -2.5430 3.7374
H -7.2237 -0.5808 3.6610
H -7.6470 0.5954 1.4950
H -6.5872 -0.2298 -0.6035
O 2.1198 -1.5253 -0.2369
N 2.9231 -2.3729 -0.8750
C 3.3922 -3.3893 -0.1181
C 4.2086 -4.3447 -0.7167
C 4.6087 -4.2547 -2.0680
C 4.0715 -3.2017 -2.7929
C 3.1756 -2.2463 -2.2416
H 3.1323 -3.3417 0.9293
H 4.5554 -5.1346 -0.0729
H 5.3299 -4.9539 -2.4989
H 4.3222 -3.0088 -3.8229
H 2.8076 -1.3885 -2.8030

The value obtained for the frontier orbital gap (alpha / beta) is 5.3 / 7.0 eV. The charge is +1. The HOMO energy (alpha / beta) is -9.025 / -10.714 eV. The spin multiplicity is 2. The total energy is -3664.59615 Eh.

=====

3.
Computed, not measured: a single C4H8N4 molecule, with ωB97M-V with the def2-TZVPD basis set.

Element x y z (Å)
H 1.7691 2.3283 0.8275
N 0.9523 2.3176 -0.1361
C 0.9788 0.9840 -0.2480
C 2.2184 -0.0110 0.0034
C 1.5959 -1.2442 0.1613
N 0.1530 -1.1718 -0.4144
N -0.2046 0.2261 -0.7693
N -1.4806 0.5411 -0.7611
C -2.2231 0.0673 0.6189
H 3.0968 0.3651 0.3182
H 1.8003 -2.4146 0.2113
H 0.4554 -1.7054 -1.2603
H -2.0179 0.0650 -1.5537
H -2.2065 -1.1468 0.7430
H -1.6712 0.3855 1.5964
H -3.2161 0.4137 0.6628

The SMILES is [H]/N=c1\cc[nH]n1NC. The value obtained for the frontier orbital gap is 9.0 eV. The HOMO energy is -8.343 eV. The total energy is -375.99965 Eh.

=====

4.
Computed, not measured: a molecular structure, C6H15CdClINO2, with ωB97M-V with the def2-TZVPD basis set.

Element x y z (Å)
Cd -0.4578 0.1232 -0.8954
Cl 0.7281 1.4660 -2.4567
I -2.9045 -0.8781 -1.2852
C 0.6168 -2.3505 -2.4615
O 0.5488 -1.5315 -1.2732
C 1.5675 -1.9555 -0.2984
C 1.2410 -1.3385 1.0878
N 0.7685 0.0478 0.9294
C -0.0838 0.5911 2.0149
C -0.6470 1.8818 1.5382
O -1.1565 1.7930 0.2300
C -2.0534 2.8234 -0.2187
H 0.5398 -3.3776 -2.1049
H 1.5314 -2.2247 -3.0410
H -0.1861 -2.1676 -3.1756
H 2.5515 -1.5922 -0.5949
H 1.5223 -3.0331 -0.1406
H 2.1827 -1.3466 1.6367
H 0.4613 -1.9514 1.5399
H 1.6372 0.5222 1.1305
H 0.5169 0.6733 2.9208
H -0.8447 -0.1845 2.1025
H 0.1426 2.6327 1.5133
H -1.3236 2.2061 2.3288
H -1.7696 3.8230 0.1107
H -3.0597 2.6514 0.1634
H -2.0698 2.6970 -1.3012

The value obtained for the frontier orbital gap (alpha / beta) is 2.5 / 8.4 eV. The charge is -1. The HOMO energy (alpha / beta) is 0.391 / -5.550 eV. The spin multiplicity is 2. The total energy is -1368.44801 Eh.

=====

5.
Computed, not measured: a single C4H8O2 molecule, with ωB97M-V with the def2-TZVPD basis set.

Element x y z (Å)
C -0.9157 -0.8595 0.6537
C -0.1388 0.3591 0.1466
C -0.9813 1.1355 -0.8496
O -2.1038 1.5121 -0.6107
C 1.2138 -0.0218 -0.4480
O 1.9697 -0.8345 0.4157
H -1.8676 -0.5417 1.0831
H -0.3396 -1.3952 1.4125
H -1.1208 -1.5602 -0.1652
H 0.0285 1.0506 0.9907
H -0.5278 1.3372 -1.8462
H 1.0748 -0.6135 -1.3597
H 1.7746 0.8841 -0.7235
H 1.9340 -0.4522 1.3005

The SMILES is C[C@H](C=O)CO. The value obtained for the frontier orbital gap is 10.7 eV. The HOMO energy is -9.958 eV. The total energy is -307.66571 Eh.

=====

6.
Computed, not measured: a molecular structure, C39H43Cl2O4P2Sb2Sn, with ωB97M-V with the def2-TZVPD basis set.

Element x y z (Å)
Sn 1.0372 1.0130 0.0494
C -3.0294 -1.2390 2.4802
Sb -2.6865 0.7274 1.6518
C -0.9877 1.1521 2.9502
C -4.3223 1.7227 3.0521
C -3.6449 2.5862 3.9439
C -3.2412 2.1002 5.2023
C -2.6233 2.9023 6.1259
C -2.3227 4.2556 5.8336
C -2.6524 4.7719 4.6267
C -3.3370 3.9819 3.6258
C -3.6964 4.5680 2.4582
Sb -0.7229 6.0868 0.2245
C -1.0967 7.7390 -1.1116
C 0.8474 7.0609 1.3657
H -2.8725 -1.2156 3.5557
H -2.3219 -1.9224 2.0218
H -4.0394 -1.5720 2.2576
H -1.2460 1.0452 3.9990
H -0.6212 2.1627 2.7652
H -0.2169 0.4201 2.6959
H -4.7608 0.8471 3.5122
H -4.9830 2.1729 2.3288
H -3.4791 1.0783 5.4581
H -2.3633 2.5094 7.0964
H -1.8296 4.8588 6.5793
H -2.4275 5.7991 4.3775
H -3.5085 5.6183 2.2991
H -4.2333 4.0545 1.6768
H -1.7574 8.4410 -0.6123
H -1.5748 7.3750 -2.0163
H -0.1452 8.2096 -1.3507
H 0.9508 8.0895 1.0347
H 1.7755 6.5289 1.1850
H 0.6141 7.0359 2.4252
O -0.2525 -1.1119 0.1113
P -0.3048 -2.4708 -0.5676
C 0.1894 -2.3340 -2.3354
P 1.7675 -1.4212 -2.4999
O 1.5386 -0.0233 -1.9301
C 3.0381 -2.2962 -1.5547
C 3.6175 -1.7192 -0.4332
C 4.5929 -2.3908 0.2809
C 5.0098 -3.6442 -0.1428
C 4.4443 -4.2249 -1.2671
C 3.4553 -3.5594 -1.9706
C 2.2038 -1.2852 -4.2418
C 1.2267 -0.9275 -5.1683
C 1.5707 -0.7568 -6.4963
C 2.8849 -0.9413 -6.9005
C 3.8605 -1.2784 -5.9745
C 3.5248 -1.4500 -4.6440
C -2.0194 -3.0380 -0.6356
C -2.9803 -2.1211 -1.0568
C -4.2987 -2.5177 -1.1805
C -4.6558 -3.8297 -0.9011
C -3.7051 -4.7286 -0.4468
C -2.3843 -4.3379 -0.3127
C 0.7955 -3.6765 0.2065
C 0.9281 -4.9493 -0.3474
C 1.7403 -5.8848 0.2668
C 2.4320 -5.5565 1.4227
C 2.3178 -4.2854 1.9635
C 1.4960 -3.3488 1.3610
H -0.5879 -1.7637 -2.8537
H 0.2612 -3.3248 -2.7801
H 3.2992 -0.7147 -0.1256
H 5.0361 -1.9349 1.1552
H 5.7883 -4.1587 0.4003
H 4.7851 -5.1921 -1.6048
H 3.0159 -4.0100 -2.8474
H 0.2058 -0.7774 -4.8455
H 0.8171 -0.4897 -7.2217
H 3.1541 -0.8039 -7.9342
H 4.8823 -1.4138 -6.2912
H 4.2801 -1.7179 -3.9195
H -2.6801 -1.1042 -1.2876
H -5.0490 -1.8132 -1.5038
H -5.6753 -4.1517 -1.0409
H -3.9893 -5.7369 -0.1967
H -1.6440 -5.0372 0.0424
H 0.4007 -5.2197 -1.2510
H 1.8308 -6.8719 -0.1574
H 3.0653 -6.2883 1.8978
H 2.8671 -4.0283 2.8562
H 1.3929 -2.3515 1.7763
Cl 3.5904 5.2012 -1.9601
C 2.4615 3.8399 -1.8800
Cl 3.2100 2.4838 -1.0324
C 1.1695 4.2313 -1.1431
O 0.8520 5.4224 -1.1829
O 0.5191 3.3509 -0.5424
H 2.2262 3.5193 -2.8992

The value obtained for the frontier orbital gap is 6.4 eV. The charge is +3. The HOMO energy is -15.625 eV. The total energy is -4109.97081 Eh.

=====

7.
Computed, not measured: 9 unconnected molecules or ions with the total composition C5H26NO9, with ωB97M-V with the def2-TZVPD basis set.

Element x y z (Å)
O 1.8228 0.5981 -3.0739
C 1.0727 0.4967 -2.1576
C 1.1589 -0.7337 -1.1974
C 0.4122 -0.7062 0.1305
C 0.1206 -2.0638 0.6627
C 0.4168 -2.5117 1.8800
N 2.6035 -1.0932 -1.0055
H 0.2504 1.1671 -1.7847
H 0.6992 -1.5348 -1.8186
H -0.4465 -0.0675 -0.1384
H 0.8853 -0.0576 0.8994
H -0.5819 -2.6755 0.0618
H 1.0704 -1.9578 2.5669
H -0.0363 -3.4691 2.1676
H 3.2599 -0.8280 -1.7630
H 2.7103 -2.1096 -1.0214
H 2.9834 -0.7477 -0.1259
H -2.8900 -0.6893 -0.7319
H -4.0288 -0.1082 -1.2199
O -3.1053 0.1926 -1.1127
H 0.0625 2.0834 0.4486
H 1.0756 2.9582 1.1696
O 0.9933 2.0737 0.7913
H -2.0005 -1.4651 1.5614
H -3.3906 -2.0392 1.5062
O -2.6539 -1.7812 0.9167
H -2.2195 1.2068 3.4433
H -0.8935 0.8868 2.8877
O -1.9029 0.6849 2.6896
H 2.8891 1.5532 0.1861
H 2.5923 2.2803 -1.0503
O 3.0502 1.4795 -0.7636
H -2.2737 2.3979 -0.2313
H -2.1311 1.2998 0.8544
O -1.6301 1.9708 0.3609
H -1.4080 -0.2888 -3.9686
H -1.6592 -0.2713 -2.4078
O -0.9846 -0.3333 -3.1001
H 0.6656 1.0819 4.1642
H -0.1209 -0.2507 4.0180
O 0.4135 0.3952 3.5367

The value obtained for the frontier orbital gap is 10.2 eV. The charge is +1. The HOMO energy is -12.773 eV. The total energy is -937.74652 Eh.

=====

8.
Computed, not measured: a single C2H5N5 molecule, with ωB97M-V with the def2-TZVPD basis set.

Element x y z (Å)
H 0.0656 2.4478 1.6823
N 0.4079 2.4219 0.6567
C 0.3021 1.1218 0.3019
N 0.8428 0.6007 -0.9069
N 0.1578 -0.4291 -1.1861
N -0.5485 -0.8089 -0.1357
C -0.5309 -2.3356 -0.1246
N -0.3050 0.0111 0.9697
H 0.3787 -2.6476 0.4740
H -1.4544 -2.5077 0.4183
H -0.4901 -2.6157 -1.2474
H -1.0115 0.0361 1.8262

The SMILES is [H]/N=c1/nnn(C)[nH]1. The value obtained for the frontier orbital gap is 9.0 eV. The HOMO energy is -8.614 eV. The total energy is -352.85462 Eh.

=====

9.
Computed, not measured: 2 unconnected molecules or ions with the total composition C2H11N2O, with ωB97M-V with the def2-TZVPD basis set.

Element x y z (Å)
C 0.9731 2.1644 0.1571
N 0.2229 1.0994 0.8423
H 0.3116 2.4647 -0.7073
H 1.9396 1.7030 -0.1945
H 1.0369 2.7673 1.0291
H 0.9027 0.7607 1.5128
H -0.6362 1.3080 1.3973
H -0.0752 0.4042 0.0548
N 0.2085 -0.9272 -1.0085
C -0.9498 -1.5779 -0.4417
O -0.9540 -1.4983 0.9798
H -0.0568 -0.8324 -2.0319
H 1.0477 -1.4681 -1.2247
H -0.7574 -2.6330 -0.6830
H -1.9447 -1.2584 -0.8818
H -1.2687 -2.4765 1.2002

The value obtained for the frontier orbital gap (alpha / beta) is 3.5 / 10.9 eV. The HOMO energy (alpha / beta) is -2.798 / -10.430 eV. The spin multiplicity is 2. The total energy is -267.35563 Eh.

=====

10.
Computed, not measured: 2 unconnected molecules or ions with the total composition C3H4FNS, with ωB97M-V with the def2-TZVPD basis set.

Element x y z (Å)
C 1.2197 1.0913 -0.4456
C -1.3598 -0.4227 -0.2436
C 1.1532 -0.2568 0.0695
N 1.2646 2.1968 -0.7747
F 2.3113 -0.5778 0.6096
S 0.0178 -1.3474 -0.7094
H -1.0121 -0.1625 0.8217
H -2.0369 -1.2185 -0.2058
H -1.5060 0.4311 -0.8384
H -0.0518 0.2665 1.7167

The value obtained for the frontier orbital gap (alpha / beta) is 7.9 / 8.5 eV. The HOMO energy (alpha / beta) is -9.138 / -9.835 eV. The total energy is -669.33125 Eh.

=====

11.
Computed, not measured: 2 unconnected molecules or ions with the total composition C6H8N4O2, with ωB97M-V with the def2-TZVPD basis set.

Element x y z (Å)
C 1.4272 1.3210 1.1046
C 1.1004 -3.0794 0.9704
C 0.7177 2.3105 -0.9819
C -1.7631 -2.1526 -1.0581
C 0.2860 1.9531 0.4375
C -1.1697 -1.0693 -0.2456
N 2.3298 0.7325 1.4666
N 1.2900 -4.0492 0.4383
N -0.8934 1.1398 0.4659
N -1.0031 0.0675 -0.0416
O -0.1348 3.1196 1.1231
O 0.6948 -1.9574 1.4091
H 1.3911 3.1308 -0.9097
H 1.1456 1.4164 -1.3932
H -0.1549 2.6191 -1.5664
H -1.1488 -2.2251 -1.9922
H -1.7593 -3.2049 -0.5457
H -2.7222 -1.8551 -1.3300
H -1.0176 3.2307 0.7871
H 1.3843 -1.4480 1.8617

The value obtained for the frontier orbital gap is 9.2 eV. The HOMO energy is -8.779 eV. The total energy is -602.76639 Eh.